No. 1
# C4H11N3O2

2 unconnected molecules or ions with the total composition C4H11N3O2 (ωB97M-V/def2-TZVPD, the OMol25 dataset).

Properties
Lowest unoccupied orbital energy   0.021 hartree
Molecular weight   133.151 u
Total energy   -12890.314 eV
HOMO-LUMO gap   10.141 eV
Multiplicity   1
Energy relative to the best compared isomer or geometry (same formula, charge and spin)   242.7 kJ/mol

Cartesian coordinates (Å):
C 0.76922 -2.09327 -0.52210
C -0.79598 -0.58132 -1.69114
N -0.46422 0.22432 -0.77359
N -0.15402 -1.88801 -1.65159
N -1.56656 -0.45909 -2.85508
H 1.18128 0.34465 0.69117
H -0.76566 1.10796 -0.54484
H -0.81949 -2.78911 -1.57952
H -1.11989 -0.86037 -3.65680
H -1.91123 0.53237 -2.93330
H 1.26779 -2.97564 -0.73088
H 0.25482 -2.23093 0.51070
H 1.43146 -1.34178 -0.31271
C -0.25392 2.20851 2.13191
C 1.08512 1.37353 2.40419
O 1.57089 0.44294 1.57881
O 1.74830 1.68477 3.33725
H -0.07575 3.41502 2.30745
H -0.75668 2.04052 3.09296
H -0.62549 1.84491 1.19712


No. 2
# C4H11N3O2

2 unconnected molecules or ions with the total composition C4H11N3O2 (ωB97M-V/def2-TZVPD, the OMol25 dataset).

Properties
Lowest unoccupied orbital energy   0.019 hartree
Molecular weight   133.151 u
Total energy   -12888.810 eV
HOMO-LUMO gap   8.972 eV
Multiplicity   1
Energy relative to the best compared isomer or geometry (same formula, charge and spin)   387.9 kJ/mol

Cartesian coordinates (Å):
C 3.21029 0.97009 -0.17465
C 0.92721 1.18112 -0.89112
N 1.85227 0.75621 -0.08769
N 1.02450 1.92437 -2.05316
N -0.36210 1.25232 -0.17482
H -1.93276 0.01109 2.29737
H 3.53411 1.83729 -0.73981
H 3.85251 0.13243 -0.62041
H 1.72618 1.74316 -2.62706
H 0.60494 2.73737 -1.95732
H -0.45134 0.79827 0.73694
H -1.13201 1.29980 -0.75500
H 3.41942 1.15414 0.97770
C -2.22809 -2.80770 0.68155
C -2.71749 -1.55027 1.09753
O -1.94117 -1.12830 2.18819
O -3.32919 -0.61892 0.47694
H -2.83408 -3.19458 -0.04566
H -1.91905 -3.55780 1.42630
H -1.30415 -2.94010 0.24420


No. 3
# C4H11N3O2

2 unconnected molecules or ions with the total composition C4H11N3O2 (ωB97M-V/def2-TZVPD, the OMol25 dataset).

Properties
Lowest unoccupied orbital energy   0.020 hartree
Molecular weight   133.151 u
Total energy   -12891.233 eV
HOMO-LUMO gap   9.981 eV
Multiplicity   1
Energy relative to the best compared isomer or geometry (same formula, charge and spin)   154.1 kJ/mol

Cartesian coordinates (Å):
C 1.55383 -1.66576 1.12903
C 0.40326 -2.53224 0.74252
O -0.23187 -2.18278 -0.39089
O 0.09561 -3.54657 1.29548
H 1.51557 -1.40826 2.19321
H 1.77808 -0.77271 0.56042
H 2.46452 -2.25880 1.17357
C 1.03971 3.08617 -0.32852
C -0.81759 1.49226 -0.53463
N -1.22009 0.53471 0.18356
N -0.34904 2.71117 0.01825
N -0.77780 1.28764 -1.88665
H -0.91312 0.52750 1.14767
H -0.00917 -1.27685 -0.64437
H -0.97491 3.49073 -0.02607
H -1.14462 0.36668 -2.11747
H -0.83261 1.86180 -2.69745
H 1.57793 3.19937 0.61177
H 1.01612 3.99768 -0.92983
H 1.46769 2.32176 -0.97392


No. 4
# C4H11N3O2

2 unconnected molecules or ions with the total composition C4H11N3O2 (ωB97M-V/def2-TZVPD, the OMol25 dataset).

Properties
Lowest unoccupied orbital energy   0.026 hartree
Molecular weight   133.151 u
Total energy   -12891.526 eV
HOMO-LUMO gap   9.709 eV
Multiplicity   1
Energy relative to the best compared isomer or geometry (same formula, charge and spin)   125.8 kJ/mol

Cartesian coordinates (Å):
C 0.84708 -2.55102 2.45655
C 1.04639 -2.04683 1.02761
O -0.14349 -1.72260 0.48666
O 2.07715 -1.98295 0.41781
H 0.03945 -3.25815 2.50819
H 0.48133 -1.69925 3.05571
H 1.83805 -2.85636 2.79320
C -1.13230 1.34950 0.65570
C 0.00679 1.41738 -1.42338
N -0.15029 0.85708 -0.30262
N -0.56330 2.62392 -1.87653
N 0.72487 0.83721 -2.46647
H -0.07221 -1.40413 -0.42438
H -2.15758 1.59793 0.31814
H -0.91936 1.95904 1.52434
H -0.83418 2.68644 -2.84148
H -1.26706 2.98861 -1.25139
H 0.88321 -0.16043 -2.39407
H 0.51757 0.98504 -3.44020
H -1.22214 0.37957 1.17659


No. 5
# C4H11N3O2

A molecular structure, C4H11N3O2 (ωB97M-V/def2-TZVPD, the OMol25 dataset).

Properties
Lowest unoccupied orbital energy   0.004 hartree
Molecular weight   133.151 u
Total energy   -12881.555 eV
HOMO-LUMO gap   9.162 eV
Multiplicity   1
Energy relative to the best compared isomer or geometry (same formula, charge and spin)   1087.8 kJ/mol

Cartesian coordinates (Å):
C -1.10170 -2.04600 -0.36535
C -0.79484 -1.15512 0.82837
C -0.70522 0.86488 -0.76736
C -0.60941 2.45244 -0.10814
H -1.88578 -1.48330 -1.00101
H -0.18517 -1.74164 -1.06111
H -1.12838 -3.13303 -0.00753
H 0.13206 -1.62265 1.36716
H -1.56949 -1.11426 1.72157
H -1.87290 0.67416 -0.78433
H 0.08611 0.48744 -1.70635
H -0.99967 2.30785 0.98035
H -1.18801 3.31850 -0.52076
H 0.54623 2.92837 0.07700
H 3.27018 -0.30143 1.10358
N -0.11467 0.04698 0.45449
N 1.23375 -0.11028 0.28098
N 1.71850 -0.30184 -0.95602
O 2.17695 0.38444 1.23325
O 2.99147 -0.45550 -0.76878


No. 6
# C4H11N3O2

C4H11N3O2 in the gas phase (ωB97M-V/def2-TZVPD, the OMol25 dataset).

Properties
Lowest unoccupied orbital energy   0.028 hartree
Molecular weight   133.151 u
Total energy   -12890.931 eV
HOMO-LUMO gap   10.187 eV
Multiplicity   1
Energy relative to the best compared isomer or geometry (same formula, charge and spin)   183.2 kJ/mol

Cartesian coordinates (Å):
C -1.46877 -0.07373 -0.02921
C -2.26491 1.22097 -0.00219
C 3.02341 0.40130 0.60409
N -0.05437 0.23991 -0.20822
N 2.06907 0.13600 -0.47942
C 0.87514 -0.69993 -0.08113
N -1.89753 -0.90241 -1.14306
O -1.66627 -0.69840 1.23886
O 0.87410 -1.88096 0.20418
H -1.10829 -1.49061 1.26142
H 0.90744 0.96690 -0.57610
H 2.53427 -0.30501 -1.26989
H -1.33758 -1.74879 -1.18061
H -2.86440 -1.17565 -1.00513
H -2.14944 1.74328 -0.94939
H -3.31820 0.99533 0.16069
H -1.91494 1.84642 0.81676
H 3.41786 -0.53041 1.01566
H 3.84298 1.01363 0.23008
H 2.50044 0.94216 1.39261


No. 7
# C4H11N3O2

2 unconnected molecules or ions with the total composition C4H11N3O2 (ωB97M-V/def2-TZVPD, the OMol25 dataset).

Properties
Lowest unoccupied orbital energy   0.029 hartree
Molecular weight   133.151 u
Total energy   -12891.679 eV
HOMO-LUMO gap   9.915 eV
Multiplicity   1
Energy relative to the best compared isomer or geometry (same formula, charge and spin)   111.0 kJ/mol

Cartesian coordinates (Å):
C -1.09277 -0.26403 -1.16118
C -2.13713 -0.96670 0.91524
N -2.10057 0.22153 1.33978
N -1.40907 -1.33719 -0.23152
N -2.91853 -1.97972 1.43668
H 1.99791 3.40783 -0.43758
H -2.73112 0.48467 2.08399
H -0.60699 -1.91578 -0.02925
H -3.85694 -1.80456 1.75576
H -2.82497 -2.92798 1.18590
H -2.02764 0.28283 -1.27222
H -0.75711 -0.63967 -2.12451
H -0.36948 0.45575 -0.77868
C 3.26264 0.48214 -0.62208
C 2.58119 1.65281 0.02797
O 2.13422 2.55134 -0.86522
O 2.51523 1.76915 1.21799
H 3.87122 -0.04555 0.10090
H 3.92579 0.75735 -1.44061
H 2.54411 -0.18422 -1.10136


No. 8
# C4H11N3O2

2 unconnected molecules or ions with the total composition C4H11N3O2 (ωB97M-V/def2-TZVPD, the OMol25 dataset).

Properties
Lowest unoccupied orbital energy (spin up / spin down)   -0.164 / -0.315 hartree
Molecular weight   133.151 u
Total energy   -12882.116 eV
Net charge   +1
HOMO-LUMO gap (spin up / spin down)   8.502 / 4.377 eV
Multiplicity   2
<S²>   0.759
Energy relative to the best compared isomer or geometry (same formula, charge and spin)   287.2 kJ/mol

Cartesian coordinates (Å):
C 1.70797 -1.53186 -0.73751
C -0.65707 -1.15903 -1.47560
N -0.89332 -0.14366 -0.70371
N 0.66155 -1.51632 -1.74228
N -1.58023 -1.77502 -2.24730
H 0.39255 0.33209 0.47586
H -1.87092 0.12410 -0.75235
H 0.73399 -2.26272 -2.40354
H -1.43565 -2.39595 -3.03205
H -2.53904 -1.47980 -2.19362
H 2.34872 -2.37204 -1.02689
H 1.41270 -1.74631 0.29665
H 2.26947 -0.60924 -0.78066
C -0.54387 2.79649 1.24776
C 0.15691 1.69070 1.96845
O 0.88669 0.86348 1.19629
O 0.28320 1.21038 3.08270
H -1.59858 3.03529 1.25220
H -0.42445 2.45612 0.20638
H 0.06466 3.70484 1.29297


No. 9
# C4H11N3O2

2 unconnected molecules or ions with the total composition C4H11N3O2 (ωB97M-V/def2-TZVPD, the OMol25 dataset).

Properties
Lowest unoccupied orbital energy (spin up / spin down)   -0.117 / -0.281 hartree
Molecular weight   133.151 u
Total energy   -12883.669 eV
Net charge   +1
HOMO-LUMO gap (spin up / spin down)   10.946 / 6.469 eV
Multiplicity   2
<S²>   0.761
Energy relative to the best compared isomer or geometry (same formula, charge and spin)   137.4 kJ/mol

Cartesian coordinates (Å):
C -2.93560 -0.36820 -1.55655
C -1.60883 -0.92471 -1.23472
O -1.48612 -1.48540 0.03295
O -0.72410 -0.98666 -2.05547
H -3.38213 -0.64701 -2.59597
H -2.94176 0.67502 -1.48429
H -3.73380 -0.75215 -0.90630
C 0.99725 0.00588 2.75113
C 1.46146 0.79920 0.49307
N 0.86263 -0.03123 1.29893
N 1.05997 0.88174 -0.78846
N 2.39844 1.77126 0.83932
H -0.57017 -1.31145 0.29730
H 1.82359 0.54673 3.20566
H 0.73874 -0.90762 3.25248
H 0.33186 0.27020 -1.16002
H 1.39631 1.66385 -1.34921
H 3.04736 1.66919 1.60181
H 2.64524 2.47770 0.17441
H 0.11086 0.70036 2.88706


No. 10
# C4H11N3O2

2 unconnected molecules or ions with the total composition C4H11N3O2 (ωB97M-V/def2-TZVPD, the OMol25 dataset).

Properties
Lowest unoccupied orbital energy (spin up / spin down)   -0.124 / -0.301 hartree
Molecular weight   133.151 u
Total energy   -12882.095 eV
Net charge   +1
HOMO-LUMO gap (spin up / spin down)   10.032 / 5.204 eV
Multiplicity   2
<S²>   0.769
Energy relative to the best compared isomer or geometry (same formula, charge and spin)   289.3 kJ/mol

Cartesian coordinates (Å):
C 2.26511 1.62552 -2.21538
C 0.92199 1.80312 -1.48834
O 0.86534 1.74751 -0.10259
O -0.20755 1.80448 -2.00045
H 2.99584 2.18638 -1.70236
H 2.11818 2.01390 -3.31864
H 2.51493 0.60623 -2.33510
C -2.07482 -2.29702 0.22336
C -0.39826 -0.93463 1.20167
N -0.66004 -2.01949 0.55463
N 0.98807 -0.62789 1.49102
N -1.34963 -0.01975 1.81884
H -0.18911 1.64672 0.33478
H -2.56361 -1.33883 0.13342
H -2.54959 -2.93591 1.00619
H 1.25913 0.23603 1.86741
H 1.63083 -1.11974 0.91483
H -1.17250 0.77462 2.50148
H -2.27315 -0.37795 1.93015
H -2.12116 -2.77329 -0.81494


No. 11
# C4H11N3O4S

A molecular structure, C4H11N3O4S (ωB97M-V/def2-TZVPD, the OMol25 dataset).

Properties
Lowest unoccupied orbital energy   0.019 hartree
Molecular weight   197.216 u
Total energy   -27819.306 eV
HOMO-LUMO gap   10.406 eV
Multiplicity   1
Energy relative to the best compared isomer or geometry (same formula, charge and spin)   44.0 kJ/mol

Cartesian coordinates (Å):
C 0.48219 -0.02777 0.18925
C 1.13604 0.06135 2.51288
C -2.04377 -2.01212 -0.47371
C -0.07539 0.00127 -2.12331
N 0.14368 -0.15518 1.45809
N -1.70977 -0.58619 -0.32542
N -0.42239 -0.36989 -0.79059
O 2.33306 2.47768 -1.21149
O 1.99552 2.37576 1.17946
O 0.07085 2.15625 -0.23329
O 1.68560 0.28689 -0.10691
S 1.50924 2.08121 -0.12784
H 0.58969 0.61606 3.22736
H 1.54661 -0.75856 2.94541
H 2.08405 0.56583 2.05545
H -1.01089 -2.58660 -0.09703
H -2.88375 -2.21489 0.12026
H -2.34807 -2.41463 -1.43028
H 1.01696 0.26774 -2.31421
H -0.63151 0.84878 -2.48658
H -0.31555 -0.80991 -2.78368
H -0.80205 0.05238 1.65668
H -2.35036 0.14454 -0.84050


No. 12
# C4H11N4

A gas-phase ion, C4H11N4 (charge +1) (ωB97M-V/def2-TZVPD, the OMol25 dataset).

Properties
Lowest unoccupied orbital energy   -0.108 hartree
Molecular weight   115.160 u
Total energy   -10278.257 eV
Net charge   +1
HOMO-LUMO gap   10.605 eV
Multiplicity   1
Energy relative to the best compared isomer or geometry (same formula, charge and spin)   283.0 kJ/mol

Cartesian coordinates (Å):
C 1.47070 -1.00189 0.01624
C -1.07429 0.49418 0.65396
C 1.27090 0.39583 -0.48379
C -0.50690 0.57463 -0.75308
N 1.37911 -1.96695 0.63541
N 1.73170 1.41065 0.44196
N -0.91984 -0.60762 -1.47816
N -1.31317 -0.95756 1.05607
H -0.22726 0.97024 1.36935
H -2.02669 1.14881 0.62317
H 1.80064 0.31989 -1.51787
H -0.47058 1.62055 -1.05380
H 2.33531 2.07014 -0.05072
H 2.21388 1.11670 1.27196
H -1.19862 -0.30549 -2.37650
H -0.41419 -1.46918 -1.48302
H -2.09397 -0.91011 1.66216
H -0.54293 -1.50975 1.38811
H -1.41381 -1.39309 0.07856